103
Properties=species:S:1:pos:R:3:forces:R:3:mulliken_charge:R:1 method="wB97M-V/def2-TZVPD" gap_ev=6.491 fmax_ev_per_a=1.41 charge=+1 e_tot_ha=-8125.5723 e_above_lowest_kcal_mol=0.0 lumo_energy_ev=-3.27
Ir 0.453 0.238 0.524 0.350 0.034 -0.239 1.19
Cl -0.886 2.377 3.422 0.007 -0.024 0.006 -0.08
C 0.765 2.479 2.903 0.078 0.085 0.020 0.61
C 1.173 1.796 1.759 -0.253 -0.024 0.154 -1.51
C 2.416 2.153 1.275 0.065 0.092 0.058 1.65
Cl 2.833 1.356 -0.237 -0.315 -0.285 0.056 -0.09
C 3.283 3.056 1.864 0.081 0.021 -0.045 -0.24
Cl 4.807 3.404 1.153 -0.026 -0.014 0.006 -0.15
C 2.880 3.654 3.054 -0.041 -0.015 0.020 0.58
Cl 3.924 4.753 3.859 0.003 -0.006 -0.008 -0.18
C 1.609 3.373 3.566 -0.006 0.000 -0.028 -0.19
Cl 1.083 4.173 4.992 0.001 -0.005 -0.003 -0.18
C 0.479 -3.820 0.980 -0.006 0.136 0.015 -0.35
C 1.036 -3.065 2.181 -0.125 0.042 -0.147 -1.49
P 1.461 -1.264 2.051 -0.116 0.087 0.006 2.25
C 1.333 -0.890 3.825 0.000 0.049 -0.019 0.60
C 0.098 -0.468 4.308 0.040 -0.041 -0.002 -0.84
C -0.085 -0.244 5.664 0.012 -0.019 0.024 -0.59
C 0.959 -0.463 6.550 -0.001 -0.001 -0.002 -0.72
C 2.175 -0.941 6.082 0.003 -0.017 -0.012 -0.89
C 2.364 -1.160 4.726 -0.022 -0.026 -0.004 -0.72
C 3.232 -1.246 1.659 0.002 -0.033 -0.009 0.02
C 4.104 -0.342 2.263 -0.006 -0.013 -0.019 -0.81
C 5.437 -0.297 1.881 0.001 0.005 -0.016 -0.90
C 5.907 -1.143 0.887 -0.007 0.016 -0.004 -0.77
C 5.040 -2.031 0.266 0.007 0.022 -0.006 -0.82
C 3.708 -2.078 0.646 -0.002 -0.008 0.027 -0.68
C -0.965 -3.399 0.626 0.059 -0.083 -0.018 -1.28
P -0.944 -2.643 -1.007 0.000 -0.394 0.223 -0.28
C -0.376 -3.963 -2.104 0.010 0.057 -0.096 1.06
C 0.944 -4.088 -2.531 0.007 -0.102 0.023 -0.19
C 1.312 -5.150 -3.343 0.007 0.016 0.063 -1.03
C 0.373 -6.100 -3.717 -0.018 -0.002 -0.020 -0.55
C -0.938 -5.995 -3.274 0.021 -0.038 0.021 -0.76
C -1.314 -4.928 -2.474 -0.001 0.072 -0.002 -0.53
C -2.596 -2.228 -1.569 0.088 0.243 -0.027 0.84
C -3.699 -2.323 -0.725 -0.026 -0.051 -0.012 -0.47
C -4.960 -2.016 -1.212 -0.004 -0.012 0.014 -0.76
C -5.116 -1.594 -2.525 -0.004 0.005 0.016 -0.57
C -4.015 -1.491 -3.363 0.026 0.003 0.025 -0.78
C -2.752 -1.809 -2.889 -0.021 -0.020 -0.004 -0.24
H 0.494 -4.886 1.205 0.016 -0.011 -0.013 0.48
H 1.138 -3.691 0.118 0.024 -0.085 0.018 -0.01
H 1.951 -3.540 2.542 -0.003 0.010 0.042 0.63
H 0.310 -3.112 2.995 0.031 -0.018 0.035 0.72
H -0.722 -0.310 3.619 0.008 0.063 0.020 0.66
H -1.040 0.113 6.026 -0.007 -0.003 -0.011 0.46
H 0.824 -0.271 7.606 -0.013 -0.018 0.003 0.42
H 2.981 -1.148 6.774 0.007 0.021 -0.002 0.46
H 3.311 -1.550 4.379 0.013 0.029 0.005 0.55
H 3.744 0.334 3.027 0.013 -0.011 0.020 0.74
H 6.107 0.405 2.360 -0.005 0.006 -0.001 0.50
H 6.947 -1.105 0.593 0.000 -0.006 0.000 0.41
H 5.402 -2.686 -0.515 -0.008 -0.002 -0.004 0.48
H 3.038 -2.763 0.140 0.020 -0.021 0.012 0.11
H -1.359 -2.671 1.334 -0.034 -0.067 0.022 0.60
H -1.644 -4.252 0.595 0.028 -0.020 0.019 0.74
H 1.686 -3.355 -2.245 -0.008 -0.008 -0.038 0.20
H 2.335 -5.231 -3.685 0.000 -0.010 0.000 0.44
H 0.662 -6.921 -4.359 0.002 -0.011 0.015 0.41
H -1.668 -6.742 -3.553 -0.011 0.018 -0.022 0.44
H -2.345 -4.839 -2.152 -0.007 -0.005 -0.013 0.44
H -3.581 -2.628 0.306 0.017 0.005 0.007 0.35
H -5.820 -2.104 -0.562 -0.004 0.025 -0.004 0.45
H -6.101 -1.343 -2.896 -0.004 -0.017 -0.002 0.45
H -4.141 -1.170 -4.389 0.008 0.007 0.000 0.45
H -1.889 -1.737 -3.541 -0.007 0.002 -0.012 0.57
S -1.729 -0.172 1.183 0.241 -0.076 0.112 -0.37
C -2.787 1.003 0.409 -0.016 -0.080 0.089 0.55
C -4.152 0.888 0.700 0.010 0.019 0.023 -1.09
C -5.055 1.793 0.179 0.021 -0.001 -0.037 -0.82
C -4.622 2.836 -0.639 -0.010 -0.019 0.037 -0.96
C -3.279 2.946 -0.937 0.011 0.007 0.017 -0.23
C -2.362 2.025 -0.425 -0.044 0.076 -0.064 -0.50
As -0.502 2.129 -0.871 -0.405 -0.382 0.138 1.53
C -0.177 4.031 -0.644 0.270 -0.039 -0.009 0.46
C 0.021 4.869 -1.737 0.039 -0.003 0.022 -0.28
C 0.198 6.233 -1.542 -0.005 0.007 -0.006 -0.76
C 0.190 6.765 -0.262 0.009 -0.004 0.004 -0.63
C -0.027 5.933 0.828 -0.004 -0.003 -0.006 -0.72
C -0.218 4.575 0.636 -0.080 0.006 -0.043 -0.54
C -0.504 1.954 -2.798 0.129 -0.051 -0.003 -0.15
C -1.621 1.482 -3.475 0.015 0.002 0.007 -0.93
C -1.573 1.315 -4.856 -0.004 -0.016 0.043 -0.57
C -0.414 1.610 -5.554 0.021 0.009 0.001 -0.67
C 0.709 2.074 -4.875 -0.013 -0.022 -0.030 -0.86
C 0.667 2.239 -3.503 -0.042 -0.015 0.003 -0.02
H -4.489 0.093 1.354 -0.020 0.008 0.008 0.56
H -6.107 1.693 0.416 0.002 0.013 0.018 0.44
H -5.327 3.560 -1.026 -0.010 -0.018 -0.016 0.45
H -2.929 3.755 -1.569 0.011 -0.001 0.001 0.59
H 0.027 4.477 -2.744 -0.008 0.025 0.003 0.38
H 0.339 6.880 -2.397 0.017 -0.008 -0.003 0.45
H 0.340 7.826 -0.115 -0.005 0.001 0.005 0.41
H -0.057 6.341 1.831 -0.012 0.001 0.001 0.49
H -0.446 3.948 1.482 -0.014 0.007 0.025 0.36
H -2.528 1.243 -2.934 -0.001 0.000 -0.009 0.38
H -2.446 0.949 -5.382 -0.009 0.019 -0.004 0.41
H -0.383 1.482 -6.628 0.012 -0.005 0.000 0.43
H 1.618 2.297 -5.418 -0.005 0.012 -0.002 0.45
H 1.547 2.587 -2.974 0.013 -0.026 -0.010 0.44
S 0.719 -0.852 -2.460 0.494 -0.340 -0.190 -0.02
C 0.200 -1.242 -0.970 -0.554 1.271 -0.257 1.01